[1]
Formula: C4H16K2O9
Source: the OMol25 dataset
Level of theory: ωB97M-V/def2-TZVPD

HOMO (alpha / beta)	-12.6 / -12.5	eV
strongest force on any atom	0.06400	Eh/bohr

Geometry as ORCA input:
```
! RIJCOSX wB97M-V def2-TZVPD def2/J DEFGRID3
* xyz 1 2
K 4.81006 0.26330 0.93696
K 3.01168 -2.53675 3.56186
C -3.72856 0.08713 -1.71597
C -2.46698 0.24505 -2.51627
O -2.18085 1.37294 -2.95846
O -1.68492 -0.74350 -2.54189
H -4.41735 0.84498 -2.08924
H -3.59545 0.00588 -0.63719
H -4.20461 -0.88141 -1.86897
C 0.85935 0.01918 0.16538
C 1.15545 -0.67214 1.53002
O 0.46413 -1.67314 1.82652
O 2.13574 -0.18827 2.18878
H -0.20598 0.05845 -0.06188
H 1.26026 -0.64577 -0.59961
H 1.25740 1.02581 0.03745
O -0.23224 -0.92364 4.60530
H 0.26503 -0.18440 4.95527
H 0.12410 -1.05838 3.72717
O -0.08161 2.38658 2.00654
H -0.41753 2.72213 1.17540
H -0.86087 2.09693 2.48095
O 3.27354 2.53422 -1.74800
H 3.11812 2.76064 -0.83105
H 3.99172 1.90198 -1.72067
O 1.04003 -0.71723 -3.56981
H 1.24620 -1.59411 -3.24605
H 0.19452 -0.50757 -3.17309
O -1.48744 -2.36472 -0.05691
H -0.75406 -2.08601 0.49145
H -1.88888 -1.54814 -0.35398
*
```

=====

[2]
Formula: C4H16N2O2
Source: the OMol25 dataset
Level of theory: ωB97M-V/def2-TZVPD

HOMO	-18.3	eV
strongest force on any atom	0.02267	Eh/bohr
energy relative to the best compared isomer or geometry (same formula, charge and spin)	58.5	kJ/mol

Geometry as ORCA input:
```
! RIJCOSX wB97M-V def2-TZVPD def2/J DEFGRID3
* xyz 2 1
C 1.34260 0.83610 -2.10228
C -0.16999 0.98242 -2.06087
C -0.83178 0.50709 -0.80891
C -1.97637 -0.13412 -0.78117
N -2.65294 -0.28329 0.54958
N 1.99690 1.31127 -0.80972
H 1.69997 -0.18659 -2.22235
H 1.77116 1.43852 -2.90087
H -0.37370 2.04993 -2.21679
H -0.62427 0.48854 -2.92362
H -0.44540 0.90857 0.11555
H -2.49973 -0.61521 -1.59305
H -3.30512 0.48706 0.68750
H -3.22393 -1.12776 0.56669
H -1.91753 -0.35725 1.26165
H 1.88259 2.31464 -0.67981
H 1.58212 0.82689 0.00021
H 2.98221 1.07378 -0.80104
H 1.87775 -2.78950 2.31209
H 1.03550 -3.11675 3.51431
O 1.08801 -2.51229 2.78260
H 0.64827 -1.04026 2.09746
H 0.85628 0.43405 2.46680
O 0.46752 -0.12178 1.76826
*
```

=====

[3]
Formula: C4H16N3O
Source: the OMol25 dataset
Level of theory: ωB97M-V/def2-TZVPD

HOMO	-12.8	eV
strongest force on any atom	0.07238	Eh/bohr
energy relative to the best compared isomer or geometry (same formula, charge and spin)	176.5	kJ/mol

Geometry as ORCA input:
```
! RIJCOSX wB97M-V def2-TZVPD def2/J DEFGRID3
* xyz 1 1
N 1.47052 -0.21581 0.08605
C 1.42016 -0.18062 -1.41454
C 0.07910 -0.55908 -2.07971
N -1.02073 -1.00750 -1.24977
C -1.96672 -0.08938 -0.74528
C -1.64887 0.84787 0.46730
N -0.93924 0.14531 1.60156
H 1.73455 -1.16890 0.34477
H 0.52963 -0.11021 0.55701
H 2.18636 0.35811 0.52862
H 2.23143 -0.66988 -1.92529
H 1.73922 0.88071 -1.54668
H 0.26426 -1.31569 -2.86949
H -0.35067 0.30385 -2.63956
H -0.84043 -1.77910 -0.63488
H -2.21268 0.71674 -1.43753
H -2.96607 -0.48313 -0.53063
H -2.54537 1.38303 0.78748
H -0.76435 1.47323 0.16701
H -1.45164 0.29635 2.47170
H -1.23835 -0.84816 1.33237
H 1.52683 0.17842 3.09947
H 2.55449 1.27768 3.09449
O 2.20857 0.56616 2.53551
*
```

=====

[4]
Formula: C4H16N3O
Source: the OMol25 dataset
Level of theory: ωB97M-V/def2-TZVPD

HOMO	-13.6	eV
strongest force on any atom	0.13179	Eh/bohr
energy relative to the best compared isomer or geometry (same formula, charge and spin)	1295.0	kJ/mol

Geometry as ORCA input:
```
! RIJCOSX wB97M-V def2-TZVPD def2/J DEFGRID3
* xyz 1 1
N 0.25921 -1.25772 0.73391
C 0.45964 -0.26738 -0.11423
C -0.30869 1.09019 0.50431
C 0.03739 0.90111 1.95453
N 1.49468 0.68030 2.05354
C 0.05858 -0.04073 -1.76999
N 0.55230 -1.07631 -2.92124
H 1.78277 -0.24366 1.75934
H 0.39612 3.76124 -2.00403
H 2.53275 0.75184 -0.28654
H 1.92322 -0.20131 -0.28020
H -1.45588 0.99604 0.30957
H 0.16572 2.07462 0.06095
H -0.62936 0.10550 2.38641
H -0.29452 1.74212 2.67409
H -0.20644 3.70874 -1.20354
H 1.73039 0.74468 3.03208
H -1.05517 0.19322 -1.99262
H 0.63117 0.77925 -2.10180
H 0.56562 -0.90632 -3.92190
H 0.48643 -1.99372 -2.55969
H -2.97240 -1.38754 -0.45555
H -1.73896 -1.46300 0.08366
O -2.43578 -0.89809 0.24857
*
```

=====

[5]
Formula: C4H16N8O4
Source: the OMol25 dataset
Level of theory: ωB97M-V/def2-TZVPD

HOMO	-8.0	eV
strongest force on any atom	0.20488	Eh/bohr
energy relative to the best compared isomer or geometry (same formula, charge and spin)	1016.7	kJ/mol

Geometry as ORCA input:
```
! RIJCOSX wB97M-V def2-TZVPD def2/J DEFGRID3
* xyz 0 1
C -5.74179 -5.25349 -2.61121
O -5.13103 -4.82404 -1.69285
N -5.22989 -5.53560 -3.75721
N -6.99544 -5.72591 -2.58585
H -4.24794 -5.58005 -3.98937
H -5.80521 -6.01988 -4.43144
H -7.34121 -6.02900 -3.48511
H -7.32691 -5.91079 -1.64987
C -7.39385 -7.06523 -5.05460
O -8.07043 -6.08131 -4.76089
N -6.19306 -6.94890 -5.49651
N -7.83086 -8.29527 -5.06607
H -5.80379 -7.81759 -5.83406
H -6.11795 -5.99178 -5.81017
H -8.79179 -8.36788 -4.76365
H -7.33762 -9.06714 -5.49154
C -5.02326 -6.04634 0.74518
O -4.40662 -5.08705 1.08893
N -5.85883 -6.00858 -0.20605
N -5.06234 -7.10143 1.38348
H -6.12152 -6.88778 -0.62807
H -5.86312 -5.29293 -0.91873
H -4.50590 -7.24775 2.21358
H -5.60621 -7.87231 1.02285
C -10.10062 -7.39208 -3.33783
O -9.95174 -8.25998 -4.16644
N -9.50301 -6.30079 -3.24025
N -10.87369 -7.55923 -2.27592
H -8.71497 -6.13148 -3.84887
H -9.47758 -5.69950 -2.42914
H -10.83443 -6.78290 -1.63103
H -11.53948 -8.31835 -2.25261
*
```

=====

[6]
Formula: C4H16NO2
Source: the OMol25 dataset
Level of theory: ωB97M-V/def2-TZVPD

HOMO (alpha / beta)	-2.5 / -11.6	eV
strongest force on any atom	0.10133	Eh/bohr
energy relative to the best compared isomer or geometry (same formula, charge and spin)	95.5	kJ/mol

Geometry as ORCA input:
```
! RIJCOSX wB97M-V def2-TZVPD def2/J DEFGRID3
* xyz 0 2
C 0.24612 0.25790 1.21091
C 1.25724 0.65042 0.14485
C 1.07181 2.03951 -0.52351
C 1.40886 -0.41480 -0.97306
N 0.40604 -1.20399 1.52390
H -0.79888 0.42008 0.79541
H 0.30409 0.84833 2.14513
H 2.23200 0.69501 0.65499
H 0.02157 2.13886 -0.82126
H 1.71866 2.20407 -1.33461
H 1.07311 2.80920 0.25302
H 0.56803 -1.20826 -1.00277
H 1.40717 -0.06603 -1.97812
H 2.32448 -0.93839 -0.82275
H 0.22766 -1.48110 2.40226
H 1.37181 -1.43412 1.37117
H -0.33062 -1.52406 0.87552
H -2.21924 -2.83517 0.02455
H -2.06924 -1.50599 -0.57290
O -1.77851 -2.00836 0.22515
H -3.56864 0.69774 -1.17618
H -2.23394 1.32298 -1.34725
O -2.63958 0.53619 -1.07446
*
```